Formula: C46H122N6O14
Source: OMol25
Level of theory: ωB97M-V with the def2-TZVPD basis set

Last column: Löwdin charge in e.
Positions of all 188 atoms, in Å:
C -11.0961 -4.7839 -0.7681  -0.112
O -9.8031 -4.2297 -0.7241  -0.172
C -9.4621 -3.6830 0.5244  -0.226
C -7.9573 -3.5690 0.6694  -0.441
C -7.5968 -3.2033 2.0960  -0.068
N -7.4325 -2.5427 -0.2451  0.036
H -11.8586 -4.1096 -0.3664  0.097
H -11.0884 -5.7684 -0.2926  0.073
H -11.3211 -4.9637 -1.8216  0.073
H -9.9261 -2.6954 0.6573  0.138
H -9.8433 -4.3145 1.3399  0.108
H -7.5043 -4.5263 0.3882  0.139
H -7.7170 -2.1368 2.2923  0.083
H -6.5310 -3.3883 2.2678  0.077
H -8.1314 -3.8046 2.8304  0.068
H -7.4237 -2.9086 -1.1926  0.067
H -6.4536 -2.3573 -0.0493  0.067
C -17.9307 -4.0524 -0.6490  -0.106
O -16.7375 -4.0018 -1.3854  -0.169
C -16.7149 -4.9329 -2.4405  -0.218
C -15.4033 -4.7569 -3.1974  -0.406
C -15.3175 -3.3985 -3.8698  -0.042
N -15.1745 -5.8895 -4.0737  0.078
H -17.9733 -4.8868 0.0570  0.081
H -18.8100 -4.0140 -1.3018  0.088
H -18.0166 -3.1526 -0.0341  0.089
H -16.8156 -5.9663 -2.0739  0.106
H -17.5872 -4.7861 -3.1001  0.130
H -14.6585 -4.7642 -2.3908  0.128
H -16.0743 -3.2816 -4.6546  0.077
H -14.3802 -3.3002 -4.4227  0.053
H -15.4050 -2.5489 -3.1929  0.085
H -15.9238 -6.0962 -4.7300  0.056
H -14.3532 -5.7750 -4.6725  0.052
C -14.5089 -15.6399 -2.0703  -0.112
O -14.3872 -15.5588 -0.6678  -0.183
C -14.4662 -14.2341 -0.1469  -0.198
C -13.2771 -13.3528 -0.4797  -0.411
C -12.0083 -13.7627 0.2564  -0.040
N -13.5432 -11.9438 -0.1377  0.067
H -15.4665 -15.2339 -2.4174  0.084
H -14.4467 -16.6972 -2.3182  0.088
H -13.7049 -15.1113 -2.5897  0.077
H -15.4024 -13.7742 -0.5057  0.123
H -14.6511 -14.3757 0.9219  0.121
H -13.1289 -13.4189 -1.5600  0.120
H -11.6477 -14.7795 0.0873  0.081
H -12.1953 -13.6703 1.3310  0.079
H -11.1934 -13.0871 0.0009  0.056
H -14.2472 -11.5958 -0.7994  0.043
H -14.0738 -11.9289 0.7379  0.051
C -8.5709 -3.3116 -5.4562  -0.102
O -9.6072 -4.0970 -4.9041  -0.168
C -10.7291 -4.1176 -5.7361  -0.242
C -11.8390 -5.0120 -5.1777  -0.418
C -11.3518 -6.4447 -5.0683  -0.059
N -12.9889 -4.9924 -6.1075  0.043
H -8.9156 -2.3115 -5.7386  0.088
H -8.1967 -3.7886 -6.3720  0.089
H -7.7648 -3.2616 -4.7304  0.086
H -11.1880 -3.1184 -5.8308  0.119
H -10.5028 -4.3961 -6.7770  0.131
H -12.1294 -4.6005 -4.2082  0.129
H -10.8508 -6.7810 -5.9806  0.087
H -12.1400 -7.1243 -4.7487  0.062
H -10.5346 -6.4949 -4.3392  0.080
H -12.6943 -5.4983 -6.9420  0.084
H -13.1220 -4.0416 -6.4619  0.055
C -13.0345 -9.5827 4.7364  -0.109
O -11.9513 -10.0731 3.9682  -0.188
C -12.0999 -9.6989 2.5952  -0.217
C -10.9297 -10.2994 1.8449  -0.203
N -11.1009 -10.0160 0.4121  -0.053
C -9.8737 -10.3483 -0.3205  -0.208
C -10.0414 -9.9728 -1.7817  -0.235
O -8.8471 -10.3289 -2.4616  -0.189
C -8.8972 -10.0670 -3.8450  -0.115
H -13.0173 -10.1104 5.6895  0.096
H -13.9833 -9.7914 4.2305  0.055
H -12.9792 -8.5068 4.9136  0.064
H -12.1284 -8.6049 2.5535  0.105
H -13.0619 -10.0728 2.2226  0.104
H -10.9054 -11.3758 2.0554  0.115
H -10.0015 -9.8737 2.2315  0.121
H -11.8336 -10.6836 0.1401  0.057
H -9.6186 -11.4145 -0.2858  0.111
H -9.0548 -9.7467 0.0721  0.121
H -10.1881 -8.8888 -1.8883  0.112
H -10.9201 -10.4160 -2.2742  0.124
H -9.7854 -9.4900 -4.1159  0.073
H -8.9507 -11.0183 -4.3852  0.085
H -8.0117 -9.5387 -4.1981  0.083
C -13.8392 -0.7573 -5.8688  -0.117
O -14.2186 -1.8600 -6.6536  -0.228
C -15.2090 -1.5351 -7.6204  -0.221
C -15.6038 -2.7737 -8.3753  -0.221
N -16.4489 -3.6525 -7.5868  -0.052
C -16.7028 -4.9306 -8.2344  -0.214
C -17.7604 -5.7422 -7.5184  -0.235
O -17.2564 -6.1409 -6.2661  -0.223
C -18.2115 -6.9205 -5.5458  -0.086
H -14.5774 -0.4915 -5.1112  0.090
H -13.6048 0.0994 -6.5182  0.090
H -12.8741 -0.9694 -5.4047  0.083
H -14.7438 -0.8238 -8.3172  0.123
H -16.0749 -1.0491 -7.1614  0.131
H -14.7127 -3.2878 -8.7677  0.123
H -16.2227 -2.4419 -9.2155  0.123
H -16.0790 -3.8450 -6.6626  0.081
H -15.7711 -5.5181 -8.2858  0.122
H -17.0205 -4.7619 -9.2672  0.122
H -17.9606 -6.6249 -8.1438  0.124
H -18.7067 -5.1940 -7.4571  0.128
H -18.4099 -7.8408 -6.1010  0.096
H -19.0956 -6.3085 -5.3548  0.097
H -17.7630 -7.2006 -4.5924  0.058
C -16.5095 -12.1134 4.4384  -0.044
C -16.0983 -12.2441 2.9825  -0.475
C -16.5611 -11.0708 2.1490  -0.052
O -14.6670 -12.3039 2.8776  -0.070
H -16.0558 -11.2395 4.8901  0.054
H -16.4173 -13.0693 4.9537  0.082
H -17.5864 -11.8988 4.4663  0.085
H -16.5222 -13.1501 2.5333  0.134
H -16.0978 -10.1218 2.4282  0.068
H -17.6376 -10.9183 2.2606  0.081
H -16.4019 -11.2290 1.0787  0.070
H -14.3458 -13.0164 3.4388  0.097
C -13.0398 -7.5319 -1.7749  -0.045
C -14.2838 -8.3450 -1.5218  -0.471
C -15.0262 -7.9119 -0.2387  -0.016
O -15.1428 -8.3585 -2.6536  -0.092
H -12.6148 -7.7643 -2.7516  0.065
H -12.3012 -7.7187 -0.9933  0.066
H -13.2266 -6.4519 -1.7630  0.063
H -14.0102 -9.3774 -1.2841  0.114
H -14.3172 -7.8524 0.5866  0.071
H -15.8570 -8.6027 -0.0920  0.062
H -15.4508 -6.9102 -0.3849  0.075
H -15.2432 -7.4207 -2.9439  0.042
C -18.7799 -9.1930 -0.4294  -0.036
C -19.1835 -7.7243 -0.5864  -0.481
C -19.7364 -7.3716 -1.9558  -0.048
O -20.1947 -7.4389 0.3983  -0.064
H -17.9542 -9.3926 -1.1163  0.057
H -19.6636 -9.7998 -0.6174  0.090
H -18.3535 -9.2980 0.5669  0.064
H -18.3593 -7.0619 -0.3231  0.107
H -20.6395 -7.9587 -2.1482  0.085
H -19.0199 -7.6481 -2.7339  0.059
H -19.9915 -6.3151 -2.0125  0.075
H -20.9412 -8.0292 0.2561  0.080
C -17.4475 -10.8061 -3.7465  -0.052
C -16.2241 -11.5288 -3.2049  -0.476
C -15.0015 -11.4366 -4.1299  -0.039
O -15.8881 -11.0637 -1.9034  -0.090
H -18.2789 -11.1083 -3.1036  0.078
H -17.7107 -11.1296 -4.7546  0.080
H -17.3083 -9.7243 -3.7345  0.063
H -16.4796 -12.5886 -3.1253  0.127
H -15.2456 -11.8575 -5.1066  0.078
H -14.2119 -12.0211 -3.6542  0.069
H -14.6856 -10.4023 -4.2647  0.072
H -15.7807 -10.0997 -1.9960  0.038
C -15.9124 -7.2176 3.3693  -0.055
C -16.0446 -7.1751 4.8900  -0.481
C -16.5880 -8.4644 5.4271  -0.055
O -14.7839 -6.8942 5.5029  -0.061
H -15.6329 -6.2650 2.9203  0.071
H -16.8495 -7.5405 2.9037  0.079
H -15.1815 -7.9817 3.0870  0.058
H -16.7162 -6.3450 5.1482  0.137
H -17.5489 -8.7650 5.0073  0.086
H -16.7445 -8.4323 6.5075  0.087
H -15.8783 -9.2602 5.2013  0.043
H -14.4624 -6.0883 5.0740  0.046
C -11.3437 -5.3961 4.4016  -0.039
C -12.3544 -4.6977 3.4831  -0.462
C -12.6721 -5.5537 2.2982  -0.058
O -13.5975 -4.5038 4.1854  -0.067
H -10.3822 -5.4293 3.8787  0.074
H -11.6435 -6.4140 4.6522  0.074
H -11.1662 -4.8482 5.3299  0.081
H -11.9290 -3.7157 3.2453  0.136
H -11.8252 -5.7339 1.6455  0.053
H -13.4712 -5.1262 1.6871  0.091
H -13.0320 -6.5191 2.6606  0.061
H -13.4223 -3.9287 4.9381  0.099

Output
relative energy (zero: lowest compared OMol25 entry of this formula, charge and spin): 0.0 kcal/mol
total charge: 0
E: -87282.9091 eV
HOMO: -0.31025 hartree
structure (SMILES): COC[C@H](C)N.COC[C@H](C)N.COC[C@H](C)N.COC[C@H](C)N.COCCNCCOC.COCCNCCOC.CC(C)O.CC(C)O.CC(C)O.CC(C)O.CC(C)O.CC(C)O


Formula: C52H49As2N7P2STi
Source: OMol25
Level of theory: ωB97M-V with the def2-TZVPD basis set

Last column: Löwdin charge in e.
Positions of all 114 atoms, in Å:
Ti -1.3684 0.6598 0.9906  0.419
C 1.9610 1.2562 2.6082  -0.279
As 0.4560 0.0359 2.8586  1.132
C 1.4468 -1.5203 3.4377  -0.237
C -0.2118 0.8241 4.4989  -0.423
C 0.0364 0.2607 5.7437  -0.105
C -0.4144 0.8930 6.8936  -0.039
C -1.1007 2.0962 6.8014  -0.041
C -1.3374 2.6649 5.5578  -0.089
C -0.9104 2.0241 4.4000  -0.403
As -1.2730 2.8188 2.6571  1.096
C -3.0946 3.4516 2.8904  -0.274
C -0.3769 4.5299 2.8473  -0.236
H 2.4535 1.3831 3.5675  0.057
H 1.6239 2.2207 2.2458  0.001
H 2.6701 0.8467 1.8920  -0.053
H 2.3195 -1.1605 3.9693  0.053
H 1.7564 -2.1035 2.5773  0.003
H 0.8220 -2.1335 4.0789  0.020
H 0.5738 -0.6731 5.8254  0.092
H -0.2273 0.4438 7.8623  0.123
H -1.4582 2.5921 7.6966  0.121
H -1.8654 3.6072 5.5009  0.098
H -3.1853 3.9680 3.8385  0.035
H -3.7904 2.6243 2.8560  0.023
H -3.3331 4.1457 2.0884  0.031
H -0.7392 4.9753 3.7650  0.042
H -0.6422 5.1696 2.0099  0.036
H 0.7012 4.4207 2.8943  0.036
S -2.6745 2.2368 -0.1355  0.769
C -3.3258 1.1281 -1.3195  -0.711
N -4.3257 1.6294 -2.0625  0.107
N -4.8533 1.0501 -3.0604  0.094
C -4.3506 0.0413 -3.9464  -0.218
C -5.2729 -0.7708 -4.5893  -0.006
C -4.8277 -1.6982 -5.5181  -0.048
C -3.4774 -1.7804 -5.8258  -0.045
C -2.5676 -0.9311 -5.2005  -0.064
C -2.9971 -0.0256 -4.2493  -0.032
N -3.0507 -0.1697 -1.2927  0.065
N -2.3637 -0.5765 -0.2845  -0.105
C -2.5528 -1.9719 0.0047  -0.240
C -1.9289 -2.5109 1.1219  -0.084
C -2.1527 -3.8239 1.4931  -0.054
C -2.9884 -4.6254 0.7295  -0.045
C -3.6040 -4.0951 -0.3994  -0.045
C -3.3957 -2.7753 -0.7611  -0.004
H -5.7296 1.4791 -3.3226  0.177
H -6.3316 -0.6827 -4.3606  0.128
H -5.5399 -2.3493 -6.0108  0.121
H -3.1333 -2.4900 -6.5685  0.119
H -1.5189 -0.9659 -5.4795  0.109
H -2.3099 0.6712 -3.7833  0.102
H -1.2586 -1.9184 1.7296  0.049
H -1.6755 -4.2096 2.3869  0.117
H -3.1657 -5.6552 1.0153  0.119
H -4.2700 -4.7093 -0.9936  0.118
H -3.8856 -2.3562 -1.6275  0.106
N -2.7175 0.2636 2.3137  -0.014
C -3.2756 -0.4108 3.1092  -0.100
C -3.7302 -1.2367 4.0909  -0.200
C -2.6194 -1.8643 4.7667  -0.172
N -1.6263 -2.2889 5.1697  0.192
C -5.1054 -1.4731 4.3846  -0.188
N -6.2219 -1.6512 4.6105  0.183
C 2.6833 1.2030 -1.1075  -0.465
P 0.8773 1.0589 -0.6416  1.004
C 0.3665 2.4641 -1.7096  -0.406
C 0.1290 3.6644 -1.0366  -0.166
C -0.1583 4.8305 -1.7285  -0.059
C -0.2304 4.8082 -3.1162  -0.053
C 0.0560 3.6357 -3.7992  -0.055
C 0.3826 2.4759 -3.1019  -0.087
C 0.5449 -0.5902 -1.3564  -0.392
C 0.8077 -1.6428 -0.4789  -0.152
C 0.6793 -2.9664 -0.8853  -0.071
C 0.2581 -3.2495 -2.1687  -0.039
C -0.0107 -2.2059 -3.0542  -0.044
C 0.1468 -0.8876 -2.6579  -0.081
P 4.1579 0.5790 -0.1299  1.047
C 5.4110 0.6696 -1.4775  -0.391
C 6.5033 -0.2002 -1.4320  -0.101
C 7.4720 -0.1711 -2.4248  -0.064
C 7.3769 0.7421 -3.4679  -0.071
C 6.3240 1.6417 -3.4960  -0.074
C 5.3507 1.6137 -2.5011  -0.104
C 3.9288 -1.2403 -0.0542  -0.418
C 3.8640 -2.0581 -1.1855  -0.099
C 3.8310 -3.4357 -1.0544  -0.075
C 3.8601 -4.0213 0.2094  -0.070
C 3.9158 -3.2217 1.3418  -0.078
C 3.9563 -1.8334 1.2060  -0.139
H 2.8386 2.2788 -1.1336  0.042
H 2.7212 0.8219 -2.1278  0.059
H 0.1889 3.6884 0.0415  0.062
H -0.3278 5.7552 -1.1882  0.115
H -0.4874 5.7080 -3.6642  0.118
H 0.0478 3.6254 -4.8837  0.116
H 0.6823 1.5991 -3.6606  0.093
H 1.1686 -1.4306 0.5183  0.055
H 0.9083 -3.7685 -0.1937  0.121
H 0.1359 -4.2786 -2.4882  0.122
H -0.3353 -2.4223 -4.0654  0.102
H -0.0602 -0.1007 -3.3665  0.071
H 6.5963 -0.9122 -0.6200  0.109
H 8.3058 -0.8627 -2.3812  0.113
H 8.1309 0.7624 -4.2464  0.112
H 6.2583 2.3769 -4.2897  0.109
H 4.5529 2.3472 -2.5374  0.092
H 3.8596 -1.6139 -2.1770  0.122
H 3.7965 -4.0613 -1.9397  0.117
H 3.8604 -5.1013 0.3088  0.115
H 3.9606 -3.6736 2.3272  0.113
H 4.0471 -1.2048 2.0874  0.091

Output
relative energy (zero: lowest compared OMol25 entry of this formula, charge and spin): 54.4 kcal/mol
total charge: +2
E: -239338.8787 eV
HOMO (alpha / beta): -0.45765 / -0.45765 hartree


Formula: H2O5P2
Source: OMol25
Level of theory: ωB97M-V with the def2-TZVPD basis set

Last column: natural (NBO) charge in e.
Positions of all 9 atoms, in Å:
O 0.5614 -2.2638 -0.1301  -1.020
O 1.1538 2.2614 -0.9333  -1.166
O 1.8947 0.2601 0.4607  -1.188
O -2.0157 1.8430 -0.2496  -1.178
O -1.7662 -0.4860 0.6380  -1.216
P -1.2082 0.8898 0.5576  1.406
P 0.8637 0.8876 -0.4895  1.388
H 0.8245 -1.2927 -0.0540  0.493
H -0.3082 -2.0994 0.2003  0.482

Output
relative energy (zero: lowest compared OMol25 entry of this formula, charge and spin): 64.7 kcal/mol
total charge: -2
E: -28849.7768 eV
HOMO: 0.03515 hartree


Formula: C7H8O2S
Source: OMol25
Level of theory: ωB97M-V with the def2-TZVPD basis set

Last column: natural (NBO) charge in e.
Positions of all 18 atoms, in Å:
C 1.5907 -0.6653 0.4560  -0.181
C 0.6254 -1.5185 0.0680  -0.167
C 1.5716 0.7786 0.5611  -0.275
C -1.3369 -0.1179 -0.4328  0.043
C -0.7407 -1.2742 -0.3724  -0.171
C 0.5174 1.5348 0.3444  -0.285
C -1.5118 -2.5252 -0.7667  -0.614
O -0.9915 3.5564 -0.3532  -0.929
O 1.4258 3.9623 0.0277  -0.928
S 0.2208 3.2466 0.3476  1.991
H 2.5391 -1.1103 0.7269  0.215
H 0.8933 -2.5669 0.0633  0.212
H 2.5244 1.2207 0.8557  0.227
H -2.1858 0.4678 -0.6654  0.219
H -2.4052 -2.2619 -1.3286  0.224
H -0.8784 -3.1658 -1.3765  0.222
H -1.8047 -3.0633 0.1343  0.226
H -0.0534 3.5023 1.7105  -0.028

Output
relative energy (zero: lowest compared OMol25 entry of this formula, charge and spin): 139.0 kcal/mol
total charge: 0
E: -22312.3641 eV
HOMO (alpha / beta): -0.32986 / -0.33911 hartree


Formula: C14H38N2O7P
Source: OMol25
Level of theory: ωB97M-V with the def2-TZVPD basis set

Last column: natural (NBO) charge in e.
Positions of all 62 atoms, in Å:
O 5.3126 -3.6817 5.0690  -0.767
C 4.2563 -2.7187 4.9351  0.356
C 4.3382 -1.7492 6.1116  -0.093
O 5.2814 -0.7819 5.7873  -0.831
P 5.4043 -0.4770 4.0361  0.954
O 4.3716 -1.9843 3.7856  -0.839
H 5.6575 -3.7790 4.1773  0.469
H 3.2970 -3.2671 4.9148  0.104
H 4.6317 -2.2781 7.0255  0.165
H 3.3323 -1.3188 6.2628  0.137
H 6.1923 0.6985 4.2791  -0.147
H 6.5586 -1.3295 3.9812  -0.157
H 5.4385 -0.2826 2.6052  -0.164
H 4.1611 0.2659 4.1267  -0.175
C -0.8065 -2.7648 2.7404  -0.241
O 0.0869 -1.7555 3.1276  -0.565
C 1.3867 -1.8538 2.5246  -0.077
C 1.6424 -0.6816 1.6089  -0.251
N 0.7168 -0.6661 0.4824  -0.630
C 0.8150 0.4961 -0.3853  -0.248
C 0.5776 1.8743 0.2272  -0.084
O -0.7683 2.1228 0.6145  -0.561
C -1.1231 1.6328 1.8938  -0.246
H -1.7122 -2.6483 3.3368  0.179
H -1.0774 -2.7114 1.6770  0.155
H -0.3935 -3.7640 2.9248  0.164
H 1.4600 -2.7962 1.9720  0.162
H 2.1499 -1.8466 3.3007  0.239
H 2.6698 -0.7599 1.2420  0.214
H 1.5966 0.2287 2.2215  0.167
H -0.2283 -0.7530 0.8333  0.348
H 0.1123 0.3638 -1.2124  0.199
H 1.8175 0.5069 -0.8287  0.192
H 0.8090 2.6275 -0.5310  0.176
H 1.2439 2.0544 1.0782  0.175
H -0.2772 1.6683 2.5860  0.179
H -1.4858 0.6014 1.8634  0.164
H -1.9216 2.2689 2.2766  0.179
C -5.4148 -0.5679 -5.1967  -0.245
O -4.8194 0.6083 -5.6974  -0.557
C -5.1505 1.7922 -4.9813  -0.065
C -3.9382 2.3646 -4.2793  -0.240
N -3.4764 1.4740 -3.2334  -0.629
C -2.2784 1.9058 -2.5232  -0.251
C -0.9960 2.0823 -3.3286  -0.084
O -0.4510 0.8748 -3.8312  -0.545
C -0.9432 0.4592 -5.0852  -0.242
H -5.1726 -1.3710 -5.8909  0.190
H -5.0438 -0.8361 -4.2014  0.168
H -6.5044 -0.4702 -5.1355  0.164
H -5.9367 1.5792 -4.2499  0.174
H -5.5326 2.5225 -5.6999  0.177
H -4.2255 3.3201 -3.8261  0.191
H -3.1783 2.5879 -5.0427  0.164
H -3.3322 0.5489 -3.6164  0.354
H -2.0830 1.1916 -1.7219  0.218
H -2.4936 2.8595 -2.0291  0.194
H -0.2424 2.4962 -2.6552  0.194
H -1.1269 2.7964 -4.1524  0.157
H -1.1159 1.3125 -5.7508  0.162
H -1.8790 -0.1038 -5.0103  0.159
H -0.1894 -0.1881 -5.5325  0.189

Output
total charge: -1
E: -41732.7241 eV
HOMO: -0.15183 hartree


Formula: C2H6FNO
Source: OMol25
Level of theory: ωB97M-V with the def2-TZVPD basis set

Last column: natural (NBO) charge in e.
Positions of all 11 atoms, in Å:
C 1.0320 0.7802 0.3373  -0.699
C 0.1867 -0.0152 -0.5898  0.332
N -1.5870 -0.5189 0.7145  -0.378
O 0.5707 -1.2306 -0.9285  -0.642
F -2.4592 0.4346 0.3793  -0.282
H 1.4427 -0.0015 0.9911  0.216
H 1.6581 1.3817 -0.3029  0.234
H 0.2682 1.5483 0.7553  0.264
H -0.4269 0.5622 -1.3304  0.193
H -1.9299 -1.4425 0.2398  0.283
H 1.2444 -1.4982 -0.2656  0.479

Output
relative energy (zero: lowest compared OMol25 entry of this formula, charge and spin): 117.9 kcal/mol
total charge: 0
E: -8421.3235 eV
HOMO (alpha / beta): -0.28296 / -0.28303 hartree


Q: What is the E in the fifth record?
A: -41732.7241 eV